No. 1
Entry from OMol25: a molecular structure, C38H29Co2N2O8P (wB97M-V/def2-TZVPD).

The total energy is -5283.701822 Ha. For the HOMO energy, the calculation gives -7.6 eV. The max |F| comes out at 4.11 eV/A.

Geometry as ORCA input:
```
! RIJCOSX wB97M-V def2-TZVPD def2/J DEFGRID3
* xyz 0 1
O -2.20 2.09 1.57
C 0.85 0.63 -0.78
H 1.04 -2.47 1.42
H -1.64 -4.01 -0.56
O -1.38 4.89 -0.51
O 6.07 -0.06 5.69
C 1.89 -2.97 0.95
C -2.38 -1.78 -2.98
N 4.01 -0.64 4.76
H 4.23 -1.48 6.67
C -5.89 -0.16 -0.64
H 2.54 -1.33 6.07
C -1.29 1.61 1.01
H -3.11 -1.09 2.27
O -0.39 -0.87 3.32
H -3.76 -2.91 3.81
H 3.65 -0.06 0.33
C -0.25 -0.49 2.23
O 2.24 3.66 -2.09
H -4.65 2.68 -2.02
H -2.23 -5.82 1.03
C 2.86 -2.14 0.41
H 0.49 -2.42 -1.24
H 7.20 1.58 3.63
C -5.89 1.09 -1.25
C -4.66 1.70 -1.54
P -1.82 -0.98 -0.29
Co 0.36 2.53 -0.24
C 3.34 -4.85 0.64
C -2.91 -2.13 2.00
C 2.13 -4.33 1.09
C 2.78 -0.66 0.72
H -6.85 -0.63 -0.37
H -0.61 -3.68 -5.22
C -3.46 1.07 -1.19
O 2.14 -1.54 3.82
C -2.07 -2.48 -4.16
H 3.53 -5.92 0.81
N 5.78 0.01 3.37
C -3.46 -0.19 -0.58
H -4.74 -1.82 0.09
H -2.52 1.58 -1.42
C 4.90 0.07 2.26
C 3.52 -0.86 6.12
H 7.54 0.46 2.31
C 3.18 -0.91 3.62
O 1.58 3.08 2.46
H -2.78 -2.47 -4.99
C 1.47 3.21 -1.35
H 1.05 -3.62 -3.34
H 5.18 -4.48 -0.37
C 1.15 2.85 1.41
C 0.08 -3.12 -3.24
C 7.14 0.53 3.31
O 5.38 0.51 1.21
C -1.47 -1.78 -1.91
H 0.79 0.50 -1.88
C 4.26 -4.03 -0.03
C 3.99 -2.68 -0.18
H 7.78 -0.03 4.01
C -4.69 -0.82 -0.34
C 3.41 -0.22 2.30
C -0.67 3.99 -0.39
H -6.82 1.60 -1.47
C -3.06 -4.48 2.52
C -2.44 -4.78 1.30
C -2.29 -2.42 0.77
H 2.76 0.78 2.29
C -3.30 -3.15 2.87
H 4.74 -2.02 -0.61
H -3.33 -1.27 -2.90
C -0.23 -2.43 -2.07
C 5.34 -0.21 4.69
H 3.41 0.08 6.69
H -3.33 -5.28 3.20
C -0.85 -3.15 -4.29
C 1.54 -0.13 0.17
Co -0.22 0.20 0.61
C -2.08 -3.76 0.41
H 1.39 -4.92 1.62
*
```

List of Mulliken charges in e, atom by atom: O -0.5426; C -1.6923; H 0.3019; H 0.3480; O -0.3863; O -0.6253; C 0.7001; C -0.8373; N 0.1036; H 0.3377; C -0.6922; H 0.3533; C 0.1911; H 0.4098; O -0.4160; H 0.4252; H 0.6989; C 0.2069; O -0.4010; H 0.4426; H 0.4124; C 0.4152; H 0.7830; H 0.3272; C -0.5616; C -0.7894; P 2.7567; Co 0.2433; C -0.6895; C -0.1837; C -1.2945; C 0.7992; H 0.4073; H 0.3597; C 0.1089; O -0.6119; C -0.6597; H 0.3984; N 0.0677; C -0.3512; H 0.3852; H 0.2090; C 0.5200; C -1.1037; H 0.3638; C 0.1253; O -0.4011; H 0.4075; C 0.2599; H 0.4750; H 0.4252; C 0.2351; C -0.6470; C -1.0760; O -0.6546; C -0.1110; H 0.9793; C -0.8145; C -0.8114; H 0.3455; C -0.4112; C 0.9683; C 0.3243; H 0.3699; C -0.6284; C -0.5868; C 0.0507; H -0.3482; C -0.8149; H 0.5086; H 0.3430; C -0.6819; C 0.4551; H 0.3156; H 0.3687; C -0.6662; C -0.2204; Co 0.6965; C -0.5003; H 0.4831



No. 2
Entry from OMol25: a gas-phase ion, CIO2 (charge -1) (wB97M-V/def2-TZVPD).

The total energy is -486.334784 Ha. For the HOMO energy, the calculation gives -4.2 eV. The max |F| comes out at 9.18 eV/A. As for the relative energy (zero: lowest compared OMol25 entry of this formula, charge and spin): 1.789 eV. Its SMILES is O=C([O-])I.

Geometry as ORCA input:
```
! RIJCOSX wB97M-V def2-TZVPD def2/J DEFGRID3
* xyz -1 1
O -0.88 -0.35 1.18
I 0.94 1.68 -0.13
O 0.03 -1.00 -1.00
C -0.09 -0.33 -0.06
*
```

List of Mulliken charges in e, atom by atom: O -0.6608; I -0.3486; O -0.4420; C 0.4515



No. 3
Entry from OMol25: C21H34N4O4S in the gas phase (wB97M-V/def2-TZVPD).

The total energy is -1738.781065 Ha. For the HOMO energy, the calculation gives -8.6 eV. The max |F| comes out at 1.05 eV/A. As for the relative energy (zero: lowest compared OMol25 entry of this formula, charge and spin): 0.531 eV. Its SMILES is CN(CCNC(=O)C1CCN(S(=O)(=O)N2CCOCC2)CC1)CCc1ccccc1.

Geometry as ORCA input:
```
! RIJCOSX wB97M-V def2-TZVPD def2/J DEFGRID3
* xyz 0 1
C -0.39 2.85 -0.24
C -3.65 -0.85 -1.99
C -2.43 2.44 1.58
H -5.43 1.27 -1.55
O -2.57 -3.25 0.92
C -4.36 1.32 -1.29
H -5.72 -0.81 -0.24
H 4.35 1.58 -1.85
C -2.73 2.52 0.23
O 1.75 -0.25 -1.11
H 0.73 -3.82 0.21
H -4.84 0.14 0.98
C 5.14 0.82 -1.95
C 2.10 -2.38 1.05
H 1.24 0.60 2.27
C 5.11 -0.27 0.66
H 5.28 -1.34 -1.83
H -2.99 -0.32 -2.68
C -3.00 -2.18 -1.62
H 1.11 -0.97 3.10
H 5.57 0.86 -2.94
C 0.80 -2.74 0.34
H 2.18 -2.92 2.00
O 2.67 1.34 0.52
H 4.96 1.87 0.43
H -2.73 -2.70 -2.55
H -0.91 2.52 3.08
H 0.92 2.89 1.45
N 4.08 -0.66 -0.29
H -0.44 -2.76 2.10
H 5.88 -1.04 0.65
H 6.59 1.30 0.91
C -0.25 -0.73 1.43
C 4.53 -0.56 -1.67
N 2.20 -0.96 1.35
O 6.18 1.09 -1.04
C -1.71 -2.54 0.43
C -1.12 2.58 2.02
C 1.08 -0.47 2.13
H -4.26 -1.46 0.56
H -4.60 -1.07 -2.52
H -1.13 -1.34 -1.13
H 0.42 2.99 -0.94
N -1.82 -2.00 -0.81
H -1.91 2.80 -1.73
H -4.44 3.38 -0.71
C -4.15 2.43 -0.25
H -3.81 1.60 -2.19
N -3.86 0.03 -0.85
H -1.08 -0.38 2.05
H 0.81 -2.27 -0.65
S 2.58 -0.01 0.04
H -3.68 -2.82 -1.05
C -1.69 2.73 -0.68
H 2.96 -2.63 0.43
H -4.81 2.27 0.61
H -3.22 2.28 2.29
C 5.72 1.09 0.29
C -0.10 2.79 1.12
C -0.40 -2.23 1.14
H 4.64 -0.22 1.64
H 3.66 -0.74 -2.30
H -0.26 -0.16 0.50
C -4.72 -0.56 0.16
*
```

List of Mulliken charges in e, atom by atom: C -0.6846; C -0.8862; C -0.4016; H 0.4252; O -0.7125; C -1.0868; H 0.3118; H 0.2779; C 0.9836; O -0.7333; H 0.4762; H 0.2584; C -0.3831; C -1.2999; H 0.5463; C -0.6686; H 0.3275; H 0.4279; C -1.2926; H 0.3982; H 0.3920; C -0.5065; H 0.4766; O -0.6870; H 0.2612; H 0.3586; H 0.3970; H 0.6137; N -0.1521; H 0.3789; H 0.4162; H 0.3888; C 0.1218; C -0.7446; N 0.2574; O -0.4286; C -0.0025; C -0.7329; C -1.7131; H 0.3160; H 0.3445; H 0.1351; H 0.4197; N 0.0865; H 0.3278; H 0.4333; C -1.5326; H 0.4942; N 1.0281; H 0.5652; H 0.2109; S 1.2895; H 0.5826; C -0.3344; H 0.5483; H 0.4085; H 0.3279; C -0.4704; C -0.3580; C 0.2710; H 0.3541; H 0.4004; H -0.0490; C -1.1779